# 1
Formula: H7O4
Source: the OMol25 dataset
Level of theory: ωB97M-V with the def2-TZVPD basis set

## Properties
Total charge: -1
HOMO energy in eV: -4.557
Gap between HOMO and LUMO in Eh: 0.33277
Energy relative to the best compared isomer or geometry (same formula, charge and spin) in eV: 0.757

CARTESIAN COORDINATES (ANGSTROEM)
O: -0.46 -1.02 -0.20
H: 0.29 -1.53 0.08
O: -2.81 -1.36 0.79
H: -2.06 -0.96 0.27
H: -2.20 -2.07 0.91
O: 2.92 1.08 0.47
H: 2.65 1.61 -0.34
H: 2.03 0.84 0.78
O: 0.25 1.38 -1.08
H: 0.02 0.35 -0.82
H: -0.63 1.67 -0.85



# 2
Formula: H7PSi2
Source: the OMol25 dataset
Level of theory: ωB97M-V with the def2-TZVPD basis set

## Properties
Total charge: 0
HOMO energy in eV: -9.746
Gap between HOMO and LUMO in Eh: 0.36823
Energy relative to the best compared isomer or geometry (same formula, charge and spin) in eV: 0.490

CARTESIAN COORDINATES (ANGSTROEM)
Si: -1.74 -0.14 0.34
Si: 1.72 -0.10 0.18
P: 0.00 -1.40 -0.42
H: -1.44 1.37 0.33
H: -1.69 -0.41 1.72
H: -2.71 -0.74 -0.55
H: 3.26 -0.52 0.03
H: 1.94 1.29 -0.26
H: 1.73 0.04 1.66
H: -0.09 -0.24 -1.71



# 3
Formula: H80O40
Source: the OMol25 dataset
Level of theory: ωB97M-V with the def2-TZVPD basis set

## Properties
Spin multiplicity: 2
Total charge: -1
HOMO energy (spin up / spin down) in eV: -0.249 / -8.134
Gap between HOMO and LUMO (spin up / spin down) in Eh: 0.06898 / 0.35930
Energy relative to the best compared isomer or geometry (same formula, charge and spin) in eV: 10.023

CARTESIAN COORDINATES (ANGSTROEM)
H: 2.19 3.54 3.17
H: 3.43 2.94 2.54
O: 2.71 3.58 2.22
H: -6.71 0.96 0.25
H: -6.21 -0.16 0.98
O: -6.84 0.53 1.07
H: 6.36 -2.77 0.47
H: 5.12 -2.42 -0.41
O: 5.83 -3.06 -0.28
H: -4.30 2.33 -2.58
H: -3.20 1.35 -2.02
O: -3.42 2.46 -2.11
H: 2.84 -3.55 4.90
H: 1.32 -3.56 5.39
O: 1.98 -3.06 4.84
H: 0.47 0.46 6.79
O: 0.98 -0.21 6.38
H: 1.10 -4.09 -3.98
O: 0.75 -3.28 -3.77
H: 2.09 1.34 -3.48
H: 3.53 0.41 -3.34
O: 2.55 0.66 -2.97
H: 1.11 -6.31 2.16
H: 1.00 -4.86 1.46
O: 1.52 -5.74 1.45
H: 0.55 1.33 1.86
H: -0.91 1.77 1.63
O: -0.40 1.12 2.19
H: 2.81 5.15 0.42
H: 3.31 3.69 0.43
O: 3.04 4.41 -0.15
H: 5.81 0.36 2.54
O: 6.30 1.14 2.22
H: -2.60 -5.65 -2.18
H: -1.38 -4.92 -2.24
O: -2.23 -4.85 -2.06
H: 0.44 -2.63 -0.09
H: 0.23 -1.30 0.03
O: -0.23 -2.16 -0.09
H: -1.09 0.54 -1.05
H: -1.40 -0.83 -2.04
O: -0.72 -0.35 -1.59
H: -2.55 -3.95 0.42
H: -4.08 -3.44 0.97
O: -3.07 -3.59 1.10
H: -2.89 -4.31 -4.64
H: -3.17 -3.73 -3.18
O: -2.93 -3.49 -4.14
H: -0.28 4.95 1.12
H: 1.05 4.64 0.93
O: 0.54 5.41 1.40
H: 3.52 0.17 5.08
O: 3.15 0.55 4.24
H: 1.82 3.81 -2.60
H: 0.66 3.44 -3.25
O: 1.62 3.54 -3.48
H: -4.01 -4.16 -1.14
O: -4.83 -4.35 -1.64
H: -0.01 -0.82 -3.37
H: -0.12 -1.43 -4.61
O: 0.03 -0.43 -4.23
H: -1.53 0.51 3.36
H: -1.61 -0.67 4.09
O: -1.96 0.13 4.10
H: -3.96 3.53 3.58
H: -3.17 4.58 3.96
O: -3.03 3.67 4.05
H: -2.68 3.25 -0.42
H: -3.54 3.35 1.00
O: -2.66 3.36 0.58
H: -3.40 -1.03 0.37
H: -3.32 -0.22 1.58
O: -3.96 -0.51 1.01
H: 1.40 4.14 -0.35
H: 0.35 5.16 -0.73
O: 0.57 4.19 -0.74
H: 3.60 -0.18 1.87
H: 3.06 0.04 0.57
O: 3.58 -0.61 0.93
H: 1.92 0.86 -1.32
H: 2.68 1.95 -0.31
O: 2.18 1.15 -0.34
H: 1.58 -0.46 2.83
H: 1.61 -1.58 3.96
O: 1.10 -0.72 3.64
H: 3.13 -2.07 1.35
H: 3.07 -3.56 1.85
O: 2.70 -3.10 1.18
H: 0.19 1.32 -6.24
O: -0.17 2.03 -5.84
H: 5.20 -0.90 -4.34
H: 4.24 -0.54 -5.43
O: 4.79 -0.08 -4.64
H: 2.16 0.69 4.32
H: 0.50 -0.24 5.63
H: -5.33 -3.53 -1.64
H: 1.49 -2.69 -3.42
H: 5.59 1.20 1.58
H: -0.58 1.81 -4.96
O: 5.11 3.05 -0.65
H: 5.88 3.52 -0.76
H: 4.87 2.79 -1.59
O: -4.91 2.56 1.98
H: -5.84 2.02 2.30
H: -4.26 1.92 2.32
O: -0.14 2.11 5.27
H: -0.59 2.10 4.45
H: -0.38 3.11 5.37
O: -2.17 -2.23 -2.27
H: -2.20 -2.43 -3.27
H: -1.18 -2.54 -2.00
O: -4.05 2.27 -4.65
H: -3.21 2.66 -4.61
H: -3.90 1.35 -4.98
O: 1.48 -4.76 -2.20
H: 1.14 -4.20 -1.53
H: 1.91 -5.45 -1.56
O: -4.87 -0.82 -1.89
H: -5.62 -0.86 -2.60
H: -4.29 -1.19 -2.45



# 4
Formula: H80O40
Source: the OMol25 dataset
Level of theory: ωB97M-V with the def2-TZVPD basis set

## Properties
Total charge: 0
HOMO energy in eV: -10.203
Gap between HOMO and LUMO in Eh: 0.35434
Energy relative to the best compared isomer or geometry (same formula, charge and spin) in eV: 16.233

CARTESIAN COORDINATES (ANGSTROEM)
H: -2.05 3.98 -0.58
H: -0.33 4.04 -0.51
O: -1.27 3.73 0.01
H: 4.95 -3.26 -1.20
H: 4.65 -2.13 -2.20
O: 5.04 -2.99 -2.17
H: -2.55 0.62 -1.66
H: -3.37 -0.61 -1.06
O: -3.42 0.36 -1.32
H: -1.82 4.06 1.93
H: -0.61 4.20 2.74
O: -1.46 3.82 2.72
H: 4.72 2.14 1.04
H: 5.97 2.80 1.57
O: 5.13 2.71 1.56
H: -1.18 -0.59 4.27
O: -1.92 -1.00 4.69
H: 4.21 4.68 1.29
O: 3.99 5.20 0.52
H: 1.44 5.35 -0.09
H: 0.91 5.08 -1.65
O: 1.31 4.70 -0.80
H: 3.97 -1.59 3.85
H: 3.50 -0.82 4.99
O: 4.00 -1.66 4.82
H: 1.26 5.63 2.92
H: 1.08 4.35 1.98
O: 1.41 5.27 2.10
H: 1.64 -3.43 -2.32
H: 3.16 -3.61 -2.36
O: 2.36 -3.83 -1.82
H: 4.01 -2.99 0.57
O: 4.13 -3.90 0.72
H: 3.79 -0.55 2.53
H: 5.25 -0.04 2.46
O: 4.29 0.32 2.43
H: 1.84 -5.74 -1.54
H: 2.18 -5.28 -0.06
O: 1.57 -5.70 -0.62
H: -2.47 0.92 -5.55
H: -3.17 0.10 -4.40
O: -2.72 0.96 -4.69
H: 0.69 -2.22 -4.89
H: 0.00 -0.92 -4.07
O: -0.03 -1.69 -4.59
H: 1.45 0.01 -6.63
H: 0.03 0.34 -6.04
O: 1.12 0.70 -6.11
H: 1.89 1.00 -2.99
H: 1.40 2.28 -2.35
O: 1.93 1.54 -2.07
H: -4.59 1.86 -2.81
O: -4.96 2.46 -2.29
H: -3.89 -2.39 -4.57
H: -4.03 -1.07 -3.55
O: -3.71 -1.46 -4.42
H: 4.49 0.74 -0.11
O: 4.43 1.12 -0.95
H: -4.18 3.82 2.21
H: -4.33 5.07 1.52
O: -3.76 4.28 1.60
H: 5.30 0.26 -2.25
H: 5.38 0.30 -3.94
O: 5.01 -0.16 -3.20
H: -1.41 1.57 -3.67
H: -0.58 2.76 -3.50
O: -0.61 1.85 -3.25
H: 1.59 -3.85 3.54
H: 2.15 -5.27 3.13
O: 2.02 -4.33 2.82
H: -3.21 -4.74 3.48
H: -2.86 -3.23 3.72
O: -2.70 -4.09 3.23
H: 1.90 2.08 1.59
H: 1.96 2.72 3.12
O: 1.49 2.66 2.29
H: -5.05 -2.98 1.49
H: -4.19 -4.04 0.75
O: -4.61 -3.69 1.55
H: 1.78 -2.23 5.55
H: 0.06 -2.03 5.44
O: 0.83 -2.31 5.92
H: -2.51 -5.55 0.58
H: -1.93 -4.30 -0.23
O: -2.74 -4.87 0.00
H: -2.54 -5.34 -3.03
H: -1.38 -5.07 -4.01
O: -1.57 -5.07 -3.07
H: -1.35 1.52 2.88
O: -0.61 1.32 3.31
H: -1.49 -1.01 0.30
H: -2.22 -2.35 0.55
O: -2.23 -1.50 -0.03
H: -4.32 2.64 -1.62
H: -2.33 -1.54 4.05
H: 3.49 1.28 -1.39
H: 3.21 4.54 0.22
H: 3.28 -4.16 0.11
H: 0.15 1.73 2.83
O: 1.76 -1.47 0.77
H: 1.74 -1.60 -0.14
H: 1.09 -0.78 0.96
O: -4.75 -3.71 -2.21
H: -3.99 -3.18 -2.14
H: -4.78 -4.36 -1.48
O: -0.35 5.12 -3.30
H: -0.44 4.37 -3.96
H: -1.35 5.11 -3.17
O: -1.06 -1.05 2.27
H: -1.06 -0.17 2.62
H: -0.60 -1.81 2.56
O: 2.23 2.00 5.78
H: 2.35 1.02 6.07
H: 1.26 2.10 5.58
O: -5.68 1.27 2.51
H: -6.28 0.73 2.29
H: -5.47 0.78 3.31
O: -2.78 3.84 -3.20
H: -3.13 3.92 -2.40
H: -3.25 3.62 -3.97



- Which formula does entry 4 have?
  H80O40



- What is the formula in the third record?
  H80O40



- Among the records above, which one has the lowest energy relative to the best compared isomer or geometry (same formula, charge and spin)?
  H7PSi2